1.
The following is a DFT calculation (ωB97M-V/def2-TZVPD) of a cluster of 2 separate species, C9H8BrN3O2 in total in a non-equilibrium geometry.

The geometry in XYZ format:
```
23
Properties=species:S:1:pos:R:3:forces:R:3
Br 3.44297 1.55364 -0.21559 -0.7 -0.7 0.0
C 2.59427 -0.09907 -0.64127 1.5 0.2 -1.1
N 3.40643 -1.08075 -1.14856 2.2 1.4 0.3
N 2.77398 -2.16616 -1.49135 -2.3 -0.7 0.8
C 1.44721 -1.91331 -1.17243 3.9 -1.2 -1.4
C 1.32445 -0.59270 -0.74215 -2.6 -0.4 0.3
C -0.02954 -0.04650 -0.47481 1.1 2.8 0.8
C -1.06625 -0.85128 -0.02214 0.6 1.6 -0.8
C -2.27257 -0.24914 0.37180 -1.3 -1.5 0.4
C -2.43091 1.14420 0.38827 -0.1 0.7 -0.1
C -1.35093 1.93721 -0.07121 0.2 0.6 0.0
C -0.15832 1.38991 -0.52691 -2.3 -3.4 1.0
H 4.46573 -1.01122 -1.25681 -2.3 -0.2 0.3
H 0.81020 -2.77808 -1.32352 -0.4 0.7 0.0
H -0.78396 -1.87258 -0.16195 -1.0 -0.9 0.7
H -3.10344 -0.98564 0.66503 1.1 1.5 -0.4
H -3.37924 1.72035 0.68467 1.5 -1.4 -0.3
H -1.41522 3.03639 -0.06224 -0.3 -0.6 0.0
H 0.63021 1.88477 -0.97763 1.2 1.5 -0.5
O 3.10321 -1.93600 1.80257 -0.6 0.1 0.7
N 2.37679 -1.05652 2.04311 -0.4 0.9 -0.3
O 1.37184 -1.43176 2.96477 -1.0 -0.8 0.6
H 0.56553 -0.83186 3.04192 2.0 -0.3 -0.8
```
Positions in Å, forces in eV/Å.

The structure (SMILES) is Brc1[nH]ncc1-c1ccccc1.O=NO. The HOMO energy comes out at -8.71 eV.



2.
The following is a DFT calculation (ωB97M-V/def2-TZVPD) of a structure of composition C6H13NS in a non-equilibrium geometry.

The geometry in XYZ format:
```
21
Properties=species:S:1:pos:R:3:forces:R:3
C 1.56362 -0.53362 -1.79588 1.2 -3.9 -5.0
C 2.64160 -0.41798 -2.62635 -1.1 0.9 0.2
C 0.98797 0.93272 -0.58051 -4.2 1.4 0.9
N 0.44091 0.33925 -1.80490 3.7 2.4 1.9
H 1.34100 -1.58143 -1.48571 0.3 1.0 0.5
H 2.79417 0.52958 -3.24925 -0.1 -1.5 1.0
H 3.30068 -1.29124 -2.76457 -0.2 0.8 0.3
H 0.35667 1.69674 -0.03907 0.2 -1.1 -0.5
H 1.92824 1.48088 -0.77994 0.0 -1.4 0.5
H -0.38671 -0.17554 -1.66335 -1.1 -0.4 0.6
C -2.87292 -0.23296 1.09816 1.1 -1.2 0.5
C -1.92661 0.95773 1.46056 -1.7 -1.7 0.3
C -0.58155 0.50280 1.94214 0.2 -1.2 0.8
S 0.17579 -0.80986 0.91174 1.9 2.5 -0.8
H -2.24147 -1.09407 0.64751 -1.4 1.6 -0.1
H -3.73297 0.14297 0.52379 0.4 -0.5 -0.1
H -3.26101 -0.73650 2.00192 0.0 0.5 -0.1
H -1.87411 1.54123 0.56679 0.3 0.8 -0.4
H -2.46731 1.46014 2.26605 0.3 0.6 -0.2
H -0.63258 0.03678 2.94212 -0.3 0.2 -0.3
H 0.10370 1.32132 2.09154 0.4 0.3 -0.2
```
Positions in Å, forces in eV/Å.

The HOMO energy comes out at -8.48 eV.



3.
The following is a DFT calculation (ωB97M-V/def2-TZVPD) of a cluster of 8 separate species, C24H34F7N5O23P in total in a non-equilibrium geometry.

The geometry in XYZ format:
```
94
Properties=species:S:1:pos:R:3:forces:R:3
C 2.03845 -1.90962 -1.59716 0.1 0.4 0.1
N 2.17792 -0.50485 -1.95469 -0.5 -0.3 -0.2
C 2.13529 -0.13371 -3.33549 0.0 0.2 0.2
N 0.97739 0.74910 -3.66592 0.0 -0.2 -0.3
N 0.80504 0.96274 -5.09705 -0.4 -0.1 0.6
C -0.22329 0.28721 -3.07688 -0.3 0.8 -0.1
N -0.86925 1.15800 -2.29302 1.5 -0.9 0.5
N -0.69863 -0.91974 -3.33350 -0.2 0.3 0.1
P -2.31756 -1.42138 -2.75680 -0.8 0.4 0.1
O -2.63951 -2.51939 -3.87442 0.1 0.0 -0.4
O -1.86986 -2.32278 -1.51280 0.3 -0.1 0.7
H 2.86414 -2.23663 -0.98541 0.4 -0.1 0.2
H 2.02010 -2.53817 -2.47389 0.0 -0.2 -0.4
H 1.14979 -2.10383 -1.00745 -0.4 0.0 0.2
H 1.62106 0.09211 -1.36563 0.3 0.4 0.3
H 3.00048 0.45414 -3.61167 0.3 0.3 -0.1
H 2.15007 -1.01569 -3.97118 -0.1 -0.4 -0.2
H 0.40008 0.13581 -5.53049 0.1 -0.2 0.0
H 1.73208 1.04975 -5.48948 0.2 0.3 0.0
H -1.37038 0.79619 -1.48279 -0.5 0.1 -0.4
H -0.23296 1.89723 -2.01208 -0.2 0.4 -0.2
H -0.11136 -1.51720 -3.89986 0.2 -0.1 -0.1
H -1.97986 -2.66212 -4.55636 0.0 -0.4 -0.3
H -0.92459 -2.38158 -1.34723 0.2 -0.4 0.1
C 3.81428 -0.30156 1.79747 -0.1 0.0 0.0
C 4.08236 1.06423 2.40143 0.1 0.0 -0.3
O 3.38581 1.92350 1.48654 -0.1 0.1 0.3
C 2.39458 1.21538 0.92265 0.2 0.0 -0.1
O 1.50341 1.68272 0.27482 -0.3 0.1 -0.2
O 2.54577 -0.08597 1.14259 0.2 -0.5 0.1
F 5.39390 1.39492 2.39031 -0.1 0.0 -0.2
H 4.56273 -0.54986 1.04468 0.1 0.1 0.0
H 3.74119 -1.10417 2.51992 -0.2 0.0 0.0
H 3.67886 1.21084 3.39686 0.0 0.1 0.1
C 4.59381 3.33451 -1.52402 0.0 0.0 0.0
C 5.78960 3.79105 -2.33942 0.0 -0.2 0.1
O 6.60051 2.62400 -2.35219 0.0 0.1 -0.2
C 5.80071 1.53853 -2.20665 -0.1 0.4 0.1
O 6.11435 0.41959 -2.41323 0.1 -0.3 0.0
O 4.56305 1.92631 -1.81183 -0.2 0.2 0.1
F 6.46194 4.80493 -1.75524 0.0 -0.1 0.1
H 4.76540 3.48720 -0.45850 0.1 0.0 0.0
H 3.65707 3.80104 -1.81326 0.0 -0.1 -0.1
H 5.56148 4.07265 -3.36832 0.0 0.1 0.0
C -0.49696 3.67391 4.81676 0.0 0.0 0.0
C 0.69890 4.26800 4.09313 0.0 -0.1 0.1
O 1.55375 3.13299 3.96516 0.1 0.2 -0.3
C 0.78355 2.02280 3.96762 0.2 0.0 0.2
O 1.17044 0.93802 3.66053 0.1 -0.1 -0.2
O -0.45493 2.30730 4.36976 -0.4 0.1 0.1
F 1.32699 5.22457 4.80546 0.0 -0.1 0.1
H -0.35027 3.70667 5.89566 0.1 0.0 0.0
H -1.44660 4.12861 4.55687 -0.1 -0.1 -0.1
H 0.48502 4.65529 3.09655 0.0 0.1 0.0
C -3.53026 -0.91191 1.58270 0.1 -0.2 -0.1
C -2.36403 0.05560 1.56469 -0.2 0.0 0.1
O -2.78428 1.04698 2.46206 0.2 0.1 0.2
C -3.64393 0.48141 3.36754 0.0 -0.2 -0.5
O -3.98872 0.97665 4.37468 -0.1 0.2 0.3
O -4.02844 -0.74313 2.91705 0.1 0.0 -0.2
F -2.18949 0.62230 0.32358 -0.1 0.0 0.1
H -4.29533 -0.61856 0.86256 0.0 0.1 0.0
H -3.24433 -1.94418 1.40246 0.0 -0.1 0.2
H -1.40481 -0.34879 1.89158 0.1 0.0 -0.1
C 8.09296 -2.36035 3.29065 -0.1 0.0 0.0
C 6.77454 -2.07525 3.98510 0.0 -0.1 -0.2
O 5.83037 -2.44241 2.98759 0.0 -0.1 0.3
C 6.40583 -3.38768 2.17900 0.1 0.4 0.2
O 5.80854 -4.05110 1.40877 -0.2 -0.1 -0.3
O 7.73084 -3.42878 2.40143 0.2 0.1 0.1
F 6.60899 -0.76706 4.29312 0.0 0.0 -0.1
H 8.41617 -1.49549 2.71134 0.0 0.1 0.0
H 8.88575 -2.67595 3.96045 0.0 -0.2 0.0
H 6.59197 -2.66921 4.88087 0.0 0.1 0.1
C -8.00338 -2.97494 2.23882 0.0 0.0 -0.1
C -6.50786 -2.84568 2.03375 -0.1 -0.2 -0.1
O -6.42522 -2.35362 0.69690 0.0 0.2 0.3
C -7.57651 -1.65391 0.45159 0.1 -0.3 0.3
O -7.72355 -0.89414 -0.44203 0.1 0.2 -0.5
O -8.49602 -1.93078 1.38430 -0.2 -0.2 0.2
F -5.86509 -4.03652 2.10746 0.0 0.1 -0.1
H -8.36198 -3.94209 1.88742 0.0 0.0 0.0
H -8.32351 -2.81146 3.26211 0.0 0.2 0.0
H -6.02132 -2.13746 2.70407 0.1 -0.1 0.1
C -6.64080 -1.10862 -3.91406 0.0 0.0 0.0
C -6.26688 0.21310 -3.27362 -0.2 0.0 -0.1
O -6.82849 1.14934 -4.16663 -0.1 0.1 0.2
C -7.89382 0.56123 -4.79710 0.4 -0.3 0.2
O -8.70481 1.13216 -5.42771 -0.2 0.2 -0.2
O -7.86191 -0.77622 -4.57783 0.0 -0.2 0.0
F -4.91242 0.40017 -3.21664 -0.1 0.0 -0.1
H -5.89340 -1.40534 -4.65235 0.1 0.0 0.0
H -6.79751 -1.91061 -3.19899 -0.2 0.0 0.0
H -6.68322 0.35879 -2.27753 0.1 0.0 0.1
```
Positions in Å, forces in eV/Å.

As for the net charge: +1. The HOMO energy comes out at -12.10 eV.



4.
The following is a DFT calculation (ωB97M-V/def2-TZVPD) of a cluster of 5 separate species, C2H15NO4 in total in a non-equilibrium geometry.

The geometry in XYZ format:
```
22
Properties=species:S:1:pos:R:3:forces:R:3
C -0.71281 1.99026 1.74966 -0.1 -0.7 1.2
C -1.25818 0.58319 2.08392 0.5 1.0 -1.1
N -0.86187 -0.36730 1.03907 -1.3 1.0 0.0
H 0.37566 1.92840 1.74271 0.1 0.3 -0.4
H -0.99025 2.63747 2.58833 0.1 0.1 -0.1
H -1.14628 2.40069 0.84423 0.2 -0.1 -0.2
H -2.34050 0.71860 2.08151 0.0 -0.6 0.3
H -0.84365 0.24865 3.03869 -0.5 0.2 0.3
H -1.37416 -1.22124 1.20036 0.9 -0.5 -0.1
H 0.13900 -0.39738 1.00854 0.4 -0.9 0.3
O -1.66909 -3.26240 2.31931 -0.9 -0.6 0.1
H -1.37039 -3.99765 2.86882 0.3 0.2 0.0
H -2.58642 -3.54431 2.13935 0.5 0.4 -0.1
O 1.91304 1.67809 -5.45019 -0.9 -0.8 0.0
H 2.45579 2.40194 -5.73333 0.2 0.6 -0.4
H 1.14228 1.63256 -6.04576 0.7 0.2 0.4
O 2.92027 -0.85289 -0.79571 0.0 0.5 0.4
H 2.10987 -1.05491 -1.26478 -0.3 -0.2 -0.3
H 3.56638 -1.50371 -1.05716 0.2 -0.3 -0.2
O 0.00171 -0.10714 -1.74790 -0.1 -0.7 -0.5
H 0.76370 0.47299 -1.76645 0.0 0.2 0.4
H -0.23409 -0.38392 -0.84320 0.0 0.8 -0.2
```
Positions in Å, forces in eV/Å.

The structure (SMILES) is CCN.O.O.O.O. The HOMO energy comes out at -9.13 eV.



| no. | orbital gap (eV) |
| --- | --- |
| 1 | 9.11 |
| 2 | 7.99 |
| 3 | 8.83 |
| 4 | 9.74 |